# 1
The following is a DFT calculation (ωB97M-V/def2-TZVPD) of an isolated molecule of C3H5P3 at a distorted geometry.

CARTESIAN COORDINATES (ANGSTROEM)
1 C -0.1198 -2.2407 -0.2950
2 C -1.6904 -0.2005 1.5324
3 C 1.2947 -0.0066 0.9705
4 P 0.5186 -3.7207 0.4869
5 P 1.1805 -3.3708 2.3714
6 P -0.4365 -0.6765 0.5281
7 H -0.7739 -2.6249 -1.1434
8 H -2.5658 -0.8649 1.3967
9 H 1.7481 -0.8778 1.6351
10 H 0.9708 0.8475 1.4461
11 H 1.9139 0.2031 0.1579

Properties
energy above the lowest of the compared OMol25 structures with the same formula, charge and spin	128.4	kcal per mole
energy	-31051.18199	eV
highest occupied orbital energy (spin up / spin down)	-8.3 / -8.3	eV
structure (SMILES)	C#P(C)C=P#P
spin multiplicity	1

***

# 2
The following is a DFT calculation (ωB97M-V/def2-TZVPD) of an isolated molecule of C3H5PS at a distorted geometry.

CARTESIAN COORDINATES (ANGSTROEM)
1 C -0.0912 -0.1635 0.3397
2 C 1.0985 0.3303 -0.0665
3 C 2.3194 -0.2806 0.2732
4 P -1.7026 0.6332 0.2972
5 S 3.8258 0.3298 0.0550
6 H -0.1367 -1.1188 0.8039
7 H 1.2332 1.2989 -0.5278
8 H 2.2444 -1.2059 0.7318
9 H -2.6922 -0.0960 -0.3392
10 H -1.2202 1.3391 -0.7850

Properties
energy above the lowest of the compared OMol25 structures with the same formula, charge and spin	32.1	kcal per mole
energy	-23313.76862	eV
highest occupied orbital energy	-8.7	eV
structure (SMILES)	P/C=C/C=S
spin multiplicity	1

***

# 3
The following is a DFT calculation (ωB97M-V/def2-TZVPD) of an isolated molecule of C3H6 at a distorted geometry.

CARTESIAN COORDINATES (ANGSTROEM)
1 C -0.2425 -0.5945 0.8810
2 C 0.3471 -0.1751 -0.3573
3 C -0.1079 0.9239 -0.9726
4 H 0.6002 -0.1919 1.5906
5 H -1.3047 0.0022 1.0991
6 H -0.2203 -1.7885 0.9347
7 H 1.2273 -0.8879 -0.7531
8 H -0.8834 1.5317 -0.5587
9 H 0.5843 1.1801 -1.8637

Properties
energy above the lowest of the compared OMol25 structures with the same formula, charge and spin	28.4	kcal per mole
energy	-3206.22870	eV
highest occupied orbital energy	-9.3	eV
structure (SMILES)	C=CC
spin multiplicity	1

***

# 4
The following is a DFT calculation (ωB97M-V/def2-TZVPD) of an isolated molecule of C3H6 at a distorted geometry.

CARTESIAN COORDINATES (ANGSTROEM)
1 C 0.7848 0.8397 -0.1161
2 C 0.1582 -0.4959 -0.2471
3 C -1.0497 -0.5860 0.4094
4 H 1.7187 0.7778 0.2450
5 H 1.1308 1.3761 -1.0563
6 H 0.1310 1.7719 0.1370
7 H 0.6249 -1.2406 -0.9911
8 H -1.7254 -1.3966 0.2573
9 H -1.2396 0.1640 1.1312

Properties
energy above the lowest of the compared OMol25 structures with the same formula, charge and spin	25.7	kcal per mole
energy	-3206.34311	eV
highest occupied orbital energy	-9.3	eV
structure (SMILES)	C=CC
spin multiplicity	1

***

# 5
The following is a DFT calculation (ωB97M-V/def2-TZVPD) of a structure of composition C3H65AlBr2IO30 at a distorted geometry.

CARTESIAN COORDINATES (ANGSTROEM)
1 C -0.6941 -1.7486 2.9049
2 C -0.5858 -1.2059 1.3946
3 Br -1.6670 0.3782 0.8221
4 C 0.2960 -1.8287 0.4744
5 Br 1.3608 -3.4003 1.1080
6 Al 0.4826 -1.1125 -1.4685
7 I 2.3185 0.7990 -1.4695
8 H 0.3933 -1.8629 3.2403
9 H -1.1349 -0.9413 3.5713
10 H -1.2171 -2.7481 2.9741
11 H -0.9092 -0.4625 -1.8736
12 H 0.8424 -2.2457 -2.5061
13 O -5.0355 0.6629 0.2519
14 H -4.0860 0.6959 0.4421
15 H -5.2911 -0.2372 0.4938
16 O -4.8992 -1.7956 2.0464
17 H -4.8794 -1.8774 3.0094
18 H -4.0718 -1.3493 1.8363
19 O -4.2488 -0.6100 5.0644
20 H -3.5880 -0.0122 5.4354
21 H -5.0891 -0.1686 5.2384
22 O 4.5166 1.0386 -4.1411
23 H 3.7070 1.0133 -3.6111
24 H 4.6559 1.9803 -4.3099
25 O 6.8114 -0.8248 -5.7523
26 H 6.4755 -0.0152 -5.3432
27 H 6.0301 -1.2221 -6.1560
28 O 3.7765 -5.2722 -1.0586
29 H 3.4302 -4.4722 -0.6475
30 H 3.0033 -5.6649 -1.4794
31 O 2.0581 -0.5627 3.6991
32 H 2.6227 -0.4857 4.4817
33 H 2.6224 -0.2688 2.9740
34 O 2.4846 -2.2384 -4.1139
35 H 3.1859 -2.8775 -4.2962
36 H 2.9303 -1.5335 -3.6276
37 O -5.3363 3.6382 1.5888
38 H -4.9839 2.8511 1.1520
39 H -5.6577 4.1848 0.8623
40 O 2.2747 3.2960 -3.7906
41 H 2.0913 3.4062 -2.8498
42 H 1.4065 3.3519 -4.2052
43 O 2.7520 -6.3529 -3.8494
44 H 3.6715 -6.4151 -3.5588
45 H 2.7663 -6.7089 -4.7457
46 O -6.9481 3.5731 4.3676
47 H -6.7278 3.5223 3.4272
48 H -7.4610 4.3870 4.4408
49 O -1.4119 3.8220 -0.1888
50 H -2.0826 4.5117 -0.1176
51 H -1.8885 3.0093 0.0216
52 O -9.6395 3.3741 6.0545
53 H -9.4046 2.7487 6.7491
54 H -8.7879 3.6557 5.6967
55 O 3.2992 -1.0532 -6.7115
56 H 3.2930 -0.1708 -6.3186
57 H 2.4995 -1.4669 -6.3630
58 O 10.0437 -1.4609 -6.0034
59 H 10.7009 -0.8574 -5.6441
60 H 9.2025 -1.0144 -5.8380
61 O -12.6072 3.6615 6.8890
62 H -12.3739 3.0367 7.5835
63 H -11.7534 3.9422 6.5308
64 O 6.5051 3.0373 -3.9008
65 H 6.5226 2.9718 -2.9371
66 H 7.3330 3.4788 -4.1204
67 O 3.1045 4.0592 0.4339
68 H 2.7252 3.3031 -0.0359
69 H 2.8379 3.9215 1.3509
70 O -2.9534 -0.3117 -3.1065
71 H -3.6739 0.2206 -3.4649
72 H -2.7366 -0.9238 -3.8193
73 O 2.9831 -4.5303 -6.4433
74 H 2.1664 -4.5670 -5.9298
75 H 3.1236 -3.5867 -6.5921
76 O -1.2322 3.1519 2.8357
77 H -1.0074 3.1076 1.8973
78 H -1.7530 3.9588 2.9118
79 O 2.3091 -8.1901 -1.4012
80 H 2.6782 -8.9705 -1.8285
81 H 1.9989 -7.6453 -2.1378
82 O -0.1386 0.9883 5.7243
83 H 0.2258 0.1963 5.3090
84 H -0.4573 1.5158 4.9803
85 O -2.3254 -2.9469 -0.5723
86 H -2.3173 -2.0684 -0.1636
87 H -3.1260 -3.3588 -0.2257
88 O -6.7009 -1.8075 5.3244
89 H -6.3133 -2.3776 5.9985
90 H -7.1787 -2.4162 4.7490
91 O -6.3209 6.2241 3.6564
92 H -5.6307 5.5796 3.4509
93 H -5.8594 6.9127 4.1482
94 O 10.1888 0.9618 -6.8017
95 H 9.4666 1.4965 -7.1514
96 H 10.3939 0.3478 -7.5165
97 O 2.3542 -1.1423 6.3072
98 H 1.9745 -1.8980 5.8399
99 H 2.0921 -1.2798 7.2243
100 O 5.4504 2.2348 0.3152
101 H 4.7767 2.9293 0.3685
102 H 4.9710 1.4279 0.5360

Properties
energy	-220376.97064	eV
charge	-1
highest occupied orbital energy	-6.0	eV
spin multiplicity	1

***

# 6
The following is a DFT calculation (ωB97M-V/def2-TZVPD) of a structure of composition C3H6AlBF2NO4 at a distorted geometry.

CARTESIAN COORDINATES (ANGSTROEM)
1 C 2.5238 -0.1535 0.5626
2 B 1.3100 -0.4060 -0.5006
3 O 1.4706 -0.0862 -1.9231
4 Al -0.5791 -1.1634 0.0285
5 O -0.4812 -2.1814 1.6132
6 N -1.7746 0.3504 0.1710
7 C -2.1846 0.8804 -1.1235
8 O -1.6127 1.7615 -1.7934
9 F -3.3635 0.2917 -1.7177
10 C -1.2872 1.3871 1.0778
11 O -1.5895 1.2741 2.2963
12 F -0.4602 2.4871 0.7205
13 H 2.7553 0.9690 0.5704
14 H 3.4499 -0.7101 0.1676
15 H 2.2745 -0.4608 1.6364
16 H 1.5886 0.8893 -2.0183
17 H -1.1189 -2.0874 -1.1783
18 H -0.9212 -3.0418 1.4106

Properties
energy	-25600.42715	eV
charge	-1
highest occupied orbital energy	-4.5	eV
spin multiplicity	1

***

# 7
The following is a DFT calculation (ωB97M-V/def2-TZVPD) of a structure of composition C3H6AsF6N4O4PtS2 at a distorted geometry.

CARTESIAN COORDINATES (ANGSTROEM)
1 Pt 0.4056 0.7055 -2.1669
2 C 0.3998 -2.2292 2.1105
3 C 0.9751 -0.9152 1.7969
4 N 1.7835 -0.2082 2.5224
5 N 2.0114 0.9265 1.8471
6 C 1.3391 0.9580 0.6858
7 S 1.3288 2.1968 -0.4697
8 N 0.6597 -0.2245 0.6507
9 N -0.1715 -0.6324 -0.3573
10 H 0.8054 -2.5836 3.0527
11 H 0.6284 -2.9428 1.3207
12 H -0.6836 -2.1424 2.1969
13 H 2.6084 1.6416 2.2391
14 H -1.1504 -0.6810 -0.0634
15 H 0.1747 -1.4871 -0.9020
16 F -1.6085 1.7055 -1.3618
17 As -2.9853 2.0331 -0.0037
18 F -3.9825 1.1122 -1.0655
19 F -3.2957 3.5170 -0.7887
20 F -4.1779 2.2244 1.2055
21 F -1.6827 2.7433 0.9373
22 F -2.4369 0.4681 0.7380
23 O 1.0619 -0.3561 -3.7568
24 S 1.8623 -1.3204 -2.8562
25 O 2.8824 -2.0292 -3.5349
26 O 2.3814 -0.3384 -1.8180
27 O 0.8668 -2.1415 -2.1587

Properties
energy above the lowest of the compared OMol25 structures with the same formula, charge and spin	11.8	kcal per mole
energy	-119418.31993	eV
highest occupied orbital energy (spin up / spin down)	-10.5 / -10.4	eV
spin multiplicity	4

***

# 8
The following is a DFT calculation (ωB97M-V/def2-TZVPD) of a structure of composition C3H6AuO4 at a distorted geometry.

CARTESIAN COORDINATES (ANGSTROEM)
1 O -1.8702 0.1685 -1.1085
2 C -0.6675 -0.0240 -0.6586
3 C -2.4460 1.3346 -0.4742
4 O 2.1114 -2.5800 0.5328
5 O -0.2524 0.8919 0.1695
6 C -1.2603 1.9202 0.3052
7 Au 1.5772 -1.3832 -0.6780
8 H -3.2632 0.9922 0.1686
9 H -2.8239 1.9956 -1.2583
10 H -1.4613 2.0588 1.3706
11 H -0.8599 2.8390 -0.1343
12 O 0.0027 -1.0096 -0.9662
13 H 3.0089 -2.9120 0.6585
14 H 1.5551 -2.9102 1.2612

Properties
energy	-15044.40277	eV
charge	+3
highest occupied orbital energy (spin up / spin down)	-24.8 / -24.4	eV
spin multiplicity	3

***

Q: energy of number 1 (C3H5P3)?
A: -31051.18199 eV